{
  "formula": "C6H7NO2",
  "method": "the ωB97M-V functional and the def2-TZVPD basis",
  "e_above_lowest_kcal_mol": 106.6,
  "homo_energy_ev": -8.776,
  "smiles": "CC1=C([N+](=O)[O-])C=CC1",
  "homo_lumo_gap_ev": 8.4,
  "symbols": ["H", "H", "C", "H", "C", "N", "H", "H", "C", "C", "H", "O", "C", "H", "C", "O"],
  "positions_angstrom": [[-1.218, 2.050, -0.913], [-2.016, -0.276, -0.926], [0.560, -1.796, 0.029], [1.331, -2.542, -0.006], [-0.776, -1.837, 0.045], [2.155, 0.191, 0.118], [-2.059, -0.108, 0.771], [-1.285, -2.761, -0.171], [-1.437, -0.540, -0.021], [-0.352, 0.459, 0.092], [-0.992, 2.446, 0.709], [2.191, 1.397, 0.290], [0.856, -0.398, 0.150], [0.495, 2.381, -0.181], [-0.561, 1.904, -0.065], [3.107, -0.571, 0.077]],
  "atomic_forces_ev_per_a": [[0.1, 0.2, -0.5], [0.2, -0.7, 0.1], [-0.2, 1.5, 0.7], [-0.2, -0.3, -0.1], [-0.8, -2.5, -1.0], [-0.5, -0.6, 1.5], [-0.6, -1.2, 0.5], [-0.4, -0.1, 0.3], [-0.1, 2.3, 0.1], [4.2, -3.5, -0.3], [-0.9, 0.5, 1.9], [1.2, 0.2, -0.3], [-3.0, 4.2, -0.7], [-2.2, -0.6, -0.3], [3.1, 0.4, -1.4], [0.3, 0.4, -0.5]]
}

***

{
  "formula": "C15H27FI2O9S3",
  "method": "the ωB97M-V functional and the def2-TZVPD basis",
  "homo_energy_ev": -9.122,
  "homo_lumo_gap_ev": 9.4,
  "symbols": ["O", "H", "C", "H", "H", "H", "C", "C", "C", "C", "H", "C", "S", "C", "C", "O", "O", "C", "H", "H", "H", "H", "H", "H", "C", "H", "H", "H", "H", "H", "H", "O", "H", "S", "O", "O", "C", "I", "I", "O", "H", "F", "C", "O", "H", "H", "H", "C", "H", "H", "H", "S", "C", "C", "H", "H", "O"],
  "positions_angstrom": [[0.636, -4.539, 0.388], [1.734, 0.789, 4.420], [4.231, -2.139, -0.933], [-6.945, 0.424, 1.402], [-0.800, 0.953, -0.625], [-6.173, 1.152, -0.989], [2.273, 1.057, 3.513], [-4.256, 1.791, -0.198], [-6.160, 1.151, 1.199], [2.769, -2.035, -3.087], [-4.896, 0.054, 2.613], [0.264, -1.902, -2.058], [0.408, -4.097, -0.935], [0.355, -0.432, -1.745], [1.487, -2.733, -2.631], [1.311, 2.392, 0.145], [-3.087, 2.844, 1.947], [1.425, 0.800, 2.272], [2.472, -1.363, -3.893], [1.029, -0.307, -0.893], [3.757, -1.928, 0.028], [1.743, 3.143, 3.714], [1.058, -3.252, -3.491], [2.843, 3.879, 1.730], [-5.055, 1.071, 2.260], [1.360, -0.245, 1.976], [0.424, 1.225, 2.363], [2.927, -0.543, -1.541], [-5.215, 1.737, 3.104], [4.136, -3.202, -1.144], [-1.609, -0.604, -0.871], [-2.645, 0.447, 1.396], [-4.507, 2.846, -0.301], [-3.540, 1.579, 1.429], [-1.736, 0.746, -2.421], [-0.112, -2.582, -0.878], [2.629, 2.551, 3.478], [5.015, -0.010, -2.991], [3.960, -3.518, -4.089], [3.248, 0.853, 0.356], [3.183, 0.455, 3.472], [-0.738, -2.055, -3.000], [3.105, 2.876, 2.057], [1.784, -3.688, -1.597], [-6.616, 2.142, 1.215], [5.286, -1.900, -0.816], [-3.519, 1.505, -0.947], [-0.999, 0.167, -1.347], [0.812, 0.109, -2.579], [3.396, 2.801, 4.209], [4.173, 2.711, 1.928], [2.263, 1.709, 0.980], [-5.501, 0.911, -0.168], [3.566, -1.279, -2.019], [-5.214, -0.138, -0.267], [-1.372, 0.445, -3.263], [-0.371, -4.823, -1.876]],
  "atomic_forces_ev_per_a": [[-0.1, 0.0, -0.2], [0.0, 0.0, 0.0], [-0.1, 0.2, 0.1], [0.0, 0.0, 0.0], [-0.1, 0.1, 0.1], [0.0, 0.0, 0.0], [0.0, 0.0, 0.0], [-0.1, 0.0, -0.1], [0.0, 0.0, 0.0], [-0.2, 0.1, 0.2], [0.1, 0.0, 0.0], [0.2, 0.0, -0.3], [0.0, 0.1, 0.0], [0.3, 0.1, 0.4], [0.0, 0.2, 0.1], [-0.1, 0.0, -0.1], [0.1, 0.0, 0.1], [0.0, 0.0, 0.1], [0.1, 0.0, 0.1], [0.0, -0.1, -0.1], [0.0, -0.1, -0.1], [0.0, 0.0, 0.0], [0.1, -0.1, 0.1], [0.0, 0.0, 0.0], [-0.2, 0.0, 0.0], [0.0, 0.0, 0.0], [0.0, 0.0, 0.0], [0.0, 0.0, -0.1], [0.0, 0.0, 0.0], [0.1, 0.0, 0.0], [0.0, 0.1, 0.1], [0.2, 0.0, 0.1], [0.0, 0.0, 0.0], [-0.1, 0.0, -0.1], [0.2, 0.0, -0.2], [-0.3, 0.0, 0.0], [0.0, 0.0, 0.0], [-0.1, 0.0, 0.0], [0.0, 0.0, -0.1], [0.0, -0.1, 0.0], [0.0, 0.0, 0.0], [-0.1, 0.0, 0.0], [0.0, 0.1, 0.2], [0.1, -0.2, -0.2], [0.0, 0.0, 0.0], [0.0, -0.1, -0.1], [0.0, 0.0, 0.0], [0.1, -0.1, -0.1], [-0.1, 0.0, 0.0], [0.0, 0.0, 0.0], [0.0, 0.0, 0.0], [0.0, 0.1, 0.0], [0.0, 0.0, 0.1], [0.1, -0.2, 0.0], [0.0, 0.0, 0.0], [-0.2, 0.0, 0.2], [0.1, 0.0, 0.3]]
}

***

{
  "formula": "C16H17ClN4O",
  "method": "the ωB97M-V functional and the def2-TZVPD basis",
  "e_above_lowest_kcal_mol": 357.6,
  "homo_energy_ev": -7.917,
  "smiles": "CN(Cc1ccon1)Cc1cn(C)nc1-c1cccc(Cl)c1",
  "homo_lumo_gap_ev": 8.4,
  "symbols": ["H", "H", "N", "N", "H", "C", "H", "C", "H", "N", "C", "C", "O", "C", "H", "H", "C", "C", "H", "H", "C", "C", "C", "H", "H", "C", "H", "H", "N", "C", "H", "C", "C", "C", "C", "H", "H", "Cl", "H"],
  "positions_angstrom": [[2.961, 2.822, -1.883], [-3.113, -3.670, -0.100], [-0.737, 1.484, 1.282], [-1.185, -2.662, -0.159], [-3.809, 2.041, 1.435], [-0.104, 0.522, 0.955], [-0.317, 0.567, -2.643], [-2.225, 1.373, -1.758], [0.667, 2.664, -1.040], [-3.040, -0.482, -1.253], [1.352, 0.845, 0.202], [3.477, 0.044, -0.139], [-3.283, 0.938, -1.270], [-1.959, -0.165, 1.635], [-0.430, -2.452, 1.751], [-2.617, -3.367, 1.321], [1.413, 1.854, -0.430], [-2.620, -2.961, 0.400], [-3.302, -2.080, 0.182], [0.517, -2.132, 0.393], [2.706, 2.087, -1.141], [-1.828, -0.673, -1.576], [-2.872, 2.068, 2.291], [2.085, -0.962, 1.389], [-0.390, -1.902, -1.912], [3.627, 1.184, -0.780], [-2.814, -0.802, 2.141], [-2.454, 3.150, 2.217], [-1.967, 1.165, 1.892], [-0.763, -0.520, 1.218], [-1.952, -2.481, -2.117], [-1.258, 0.518, -2.228], [2.265, -0.086, 0.676], [-1.163, -1.940, -1.489], [-0.433, -2.208, 0.704], [4.722, 1.026, -1.401], [-3.203, 1.972, 3.186], [4.853, -0.884, 0.288], [-2.086, 2.499, -2.168]],
  "atomic_forces_ev_per_a": [[-0.4, 0.5, 0.1], [-1.2, -3.2, -2.9], [-4.8, 11.8, 3.5], [-8.9, -4.4, -6.7], [2.1, 0.3, 2.6], [8.9, 2.1, -4.6], [1.7, 0.7, -0.7], [5.5, 6.6, -5.8], [1.0, -2.7, 2.9], [-2.5, -0.5, 2.3], [-7.0, -12.0, 11.3], [-3.2, -2.5, 6.5], [-1.7, -2.6, 0.7], [-5.5, -1.7, 4.9], [-0.3, -1.9, 0.1], [0.6, -0.4, 3.6], [2.5, 14.4, -12.9], [1.6, 4.8, -3.5], [1.0, -0.7, 1.2], [3.8, 0.2, -1.0], [-2.1, -0.5, 2.1], [1.4, 3.1, -1.8], [-2.2, 5.2, -7.8], [0.1, 1.7, -1.2], [11.7, 0.0, -5.6], [6.2, 0.6, -5.9], [1.8, 1.2, -1.5], [-0.4, -2.0, -0.1], [6.3, -3.5, -3.6], [-1.6, -12.3, -1.5], [1.6, -0.4, 0.4], [-3.7, -1.6, 4.0], [3.6, -1.3, -2.8], [-13.8, -4.0, 5.8], [3.7, 7.7, 9.1], [-2.9, 1.5, 1.6], [-2.4, -1.0, 5.8], [0.5, -0.8, -0.2], [-1.1, -2.3, 1.8]]
}

***

{
  "formula": "C28H54GdP2Si",
  "method": "the ωB97M-V functional and the def2-TZVPD basis",
  "charge": 1,
  "homo_energy_ev": [-10.750, -10.757],
  "multiplicity": 8,
  "homo_lumo_gap_ev": [6.1, 7.5],
  "symbols": ["H", "H", "H", "H", "H", "C", "C", "H", "C", "C", "H", "H", "H", "H", "H", "H", "H", "H", "H", "H", "H", "C", "H", "Si", "H", "H", "C", "H", "H", "H", "C", "C", "C", "H", "H", "C", "P", "H", "C", "H", "P", "H", "H", "C", "C", "H", "H", "H", "H", "H", "H", "C", "C", "C", "H", "C", "H", "C", "H", "H", "C", "Gd", "C", "C", "H", "H", "H", "H", "C", "C", "H", "H", "C", "C", "C", "H", "H", "H", "H", "C", "H", "H", "C", "H", "H", "H"],
  "positions_angstrom": [[0.958, 4.372, -0.070], [-0.989, -3.848, 2.922], [-3.173, -0.154, 5.267], [0.083, -2.698, 3.743], [-0.992, -3.737, 4.697], [3.748, -2.868, -1.261], [-1.411, 2.245, 4.239], [-2.061, 4.152, 1.445], [-4.037, -2.715, 3.580], [-0.923, -3.144, 3.769], [-2.725, -1.659, 6.091], [-0.783, 4.973, -3.143], [0.084, -2.798, -4.363], [0.761, 0.527, 4.995], [-4.807, -1.945, 3.425], [1.429, 2.807, -0.763], [-1.946, -0.048, -5.786], [0.354, -0.801, 3.909], [-0.567, 5.071, 1.236], [3.063, 1.109, 0.506], [4.382, -1.418, -2.812], [-0.244, 3.132, 2.082], [-3.145, -0.980, -3.973], [-2.345, -1.895, 3.651], [1.986, -0.130, 3.886], [1.249, -3.140, -2.012], [-2.319, -1.592, -3.585], [-1.042, 4.388, -4.815], [-4.120, -3.437, 2.758], [-2.516, -1.809, -2.524], [-2.417, -0.955, 5.294], [-1.566, 1.882, -4.844], [0.324, -1.764, -4.643], [3.616, 1.217, 2.193], [-1.840, 3.243, 4.225], [2.545, -0.840, -1.979], [-0.757, 2.504, -3.234], [0.842, 2.801, -5.124], [1.412, 1.502, 1.850], [3.158, -3.668, -1.726], [-0.763, -0.605, -3.677], [-4.292, -3.242, 4.512], [-0.249, 0.472, -5.810], [-0.463, 2.132, 3.095], [0.893, 2.724, 1.314], [2.543, 3.677, 0.308], [1.510, 3.399, -3.577], [-2.248, 1.538, 4.281], [0.089, -3.702, 0.661], [-3.130, -0.357, 1.949], [-0.260, -2.604, -1.323], [1.009, -3.354, 0.169], [2.763, 0.896, 1.548], [-2.111, -0.792, 2.090], [1.360, -0.821, -0.094], [1.482, 3.437, 0.144], [-2.258, -2.541, -4.141], [-1.081, 4.354, 1.890], [-2.658, 1.989, -4.722], [0.474, -0.534, -1.607], [-1.277, 4.208, -3.752], [-0.993, 1.200, 0.977], [1.292, -1.151, -1.156], [3.395, -2.742, 0.253], [-2.365, 4.287, -3.617], [2.708, -0.190, 1.666], [-1.254, 2.542, -5.672], [2.393, -4.271, 1.543], [-1.164, 0.457, -5.197], [0.823, -2.632, -1.135], [1.479, 1.649, -3.913], [-1.981, -1.488, 1.221], [0.926, 0.127, 3.990], [0.565, 1.135, 2.949], [2.231, -3.602, 0.677], [2.533, 0.196, -2.343], [0.194, -1.636, -5.729], [-1.263, 4.827, 2.861], [3.169, -1.681, 0.470], [0.928, 2.592, -4.044], [4.795, -3.176, -1.331], [4.285, -3.000, 0.851], [3.624, -1.616, -2.045], [-1.454, -0.521, 5.598], [-0.840, 2.102, 5.162], [1.380, -1.568, -4.400]],
  "atomic_forces_ev_per_a": [[0.1, -0.1, 0.0], [0.1, 0.1, 0.3], [0.2, -0.2, 0.1], [-0.4, -0.1, 0.0], [-0.1, 0.2, -0.3], [0.7, -0.7, 0.3], [-0.2, 0.0, 0.1], [-0.2, 0.0, -0.1], [-0.1, -0.1, -0.5], [-0.2, -0.2, -0.2], [0.1, 0.2, -0.4], [-0.2, 0.0, -0.1], [0.2, 0.2, -0.1], [0.0, 0.0, -0.1], [0.1, -0.2, 0.0], [0.1, 0.3, 0.1], [0.3, 0.1, 0.1], [0.1, 0.2, 0.0], [-0.2, -0.1, 0.2], [-0.1, -0.2, 0.4], [0.0, 0.3, 0.6], [1.3, -0.1, 1.0], [0.1, -0.3, 0.1], [0.7, 0.2, 0.7], [-0.2, 0.0, 0.1], [-0.1, -0.1, 0.5], [-0.2, -0.1, 0.4], [0.0, 0.0, 0.5], [0.0, 0.1, 0.1], [-0.1, -0.1, -0.4], [0.0, 0.1, 0.0], [-0.3, -0.5, 0.5], [0.3, -0.3, 0.3], [-0.9, 0.2, -0.2], [-0.1, 0.1, 0.3], [-0.5, 0.9, 1.3], [0.0, 0.8, -2.4], [-0.1, 0.0, 0.5], [-0.3, 0.9, 1.2], [0.3, 0.0, 0.1], [-0.2, 0.0, -2.0], [0.3, 0.2, -0.2], [-0.3, 0.0, 0.3], [1.5, 0.4, 0.0], [0.4, 0.4, 0.9], [-0.3, -0.1, 0.0], [-0.1, -0.2, -0.1], [0.3, 0.0, -0.3], [0.6, -0.4, -0.3], [0.3, 0.0, -0.1], [0.1, -0.1, -0.1], [0.6, -1.0, 0.2], [0.1, -0.3, -0.5], [-0.8, -0.4, -0.4], [0.3, 0.0, -0.4], [0.1, 0.0, -0.5], [-0.1, 0.4, 0.1], [0.2, 0.2, -0.2], [0.3, -0.1, -0.1], [0.7, -0.5, 0.3], [0.0, 0.5, 0.5], [-2.0, -3.2, -2.2], [-0.3, 0.5, 0.2], [0.6, -0.3, -0.4], [0.3, 0.1, 0.0], [0.1, 0.1, -0.1], [-0.2, -0.1, 0.5], [-0.4, 0.5, -0.4], [0.1, -0.3, 0.4], [-0.9, 1.0, -0.3], [-0.1, 0.3, 0.0], [0.0, 0.4, 0.4], [0.0, -0.4, -0.2], [0.6, 1.3, 0.3], [-0.8, 0.8, 0.8], [0.1, -0.6, -0.6], [-0.1, -0.2, 0.5], [0.0, 0.0, -0.2], [0.2, -0.7, -0.1], [0.3, -0.1, 0.5], [-0.2, -0.2, 0.0], [-0.4, 0.1, -0.3], [-0.6, 0.3, -1.0], [-0.3, -0.1, -0.1], [-0.2, 0.1, 0.0], [-0.3, -0.1, -0.1]]
}